1.
{
  "formula": "C10H17N2O2Si",
  "method": "wB97M-V/def2-TZVPD",
  "symbols": ["C", "Si", "C", "C", "C", "N", "C", "C", "C", "C", "N", "O", "O", "C", "C", "H", "H", "H", "H", "H", "H", "H", "H", "H", "H", "H", "H", "H", "H", "H", "H", "H"],
  "xyz": [[-0.525, 2.003, -1.586], [-1.040, 0.379, -0.837], [-1.563, -1.107, -2.104], [-2.350, 0.633, 0.535], [0.465, -0.484, 0.015], [0.774, -1.801, -0.483], [1.214, -0.065, 1.185], [1.069, 1.288, 1.604], [1.842, 1.717, 2.627], [2.753, 0.852, 3.340], [3.536, 1.527, 4.335], [3.666, 2.733, 4.301], [3.869, 0.830, 5.250], [2.923, -0.405, 2.967], [2.038, -1.024, 1.892], [0.302, 2.323, -0.917], [-0.256, 1.883, -2.599], [-1.103, 2.859, -1.620], [-2.620, -0.840, -2.361], [-0.971, -1.157, -2.990], [-1.536, -2.037, -1.549], [-3.456, 0.538, 0.141], [-2.306, 0.140, 1.457], [-2.123, 1.692, 0.882], [-0.258, -2.270, -0.640], [1.212, -1.702, -1.428], [1.546, -2.227, 0.060], [0.371, 1.883, 1.130], [1.982, 2.830, 2.700], [3.575, -1.029, 3.437], [2.548, -1.707, 1.286], [1.296, -1.725, 2.501]],
  "mulliken_charge": [-1.11, 0.21, -1.31, -1.01, -0.26, 0.01, 1.10, -0.77, -0.52, 0.31, 0.92, -0.56, -0.53, -1.22, -0.68, 0.32, 0.38, 0.47, 0.32, 0.36, 0.47, 0.31, 0.44, 0.29, 0.31, 0.37, 0.24, 0.41, 0.35, 0.55, 0.46, 0.35],
  "e_lumo_ev": [-4.3, -4.3],
  "homo_lumo_gap_ev": [7.742, 7.744],
  "charge": 1,
  "smiles": "C[Si](C)(C)/C([NH3+])=C1\\C=CC([N+](=O)[O-])=CC1"
}

2.
{
  "formula": "C5H6O",
  "method": "wB97M-V/def2-TZVPD",
  "symbols": ["C", "C", "O", "C", "C", "C", "H", "H", "H", "H", "H", "H"],
  "xyz": [[1.122, 1.304, -0.161], [-0.222, 1.305, 0.171], [-1.138, 0.757, -0.761], [-0.957, -0.207, 0.223], [0.137, -1.188, 0.044], [-0.378, -2.326, -0.145], [1.150, -0.633, -0.021], [1.846, 1.738, 0.522], [1.425, 1.134, -1.190], [-0.646, 1.902, 0.976], [-1.835, -0.449, 0.819], [-0.501, -3.338, -0.476]],
  "mulliken_charge": [-1.26, 0.32, -0.37, -0.24, 0.03, -0.69, 0.30, 0.30, 0.42, 0.40, 0.42, 0.36],
  "e_lumo_ev": [0.1, -0.3],
  "homo_lumo_gap_ev": [7.912, 7.766],
  "charge": 0
}

3.
{
  "formula": "C46H31N5O3STi",
  "method": "wB97M-V/def2-TZVPD",
  "symbols": ["Ti", "C", "C", "C", "C", "C", "C", "C", "C", "C", "C", "C", "N", "C", "C", "C", "C", "C", "C", "C", "C", "C", "C", "C", "C", "C", "N", "C", "C", "C", "C", "C", "C", "C", "C", "C", "C", "C", "C", "N", "C", "C", "N", "C", "C", "C", "C", "C", "C", "H", "H", "H", "H", "H", "H", "H", "H", "H", "H", "H", "H", "H", "H", "H", "H", "H", "H", "H", "H", "H", "H", "H", "H", "H", "H", "H", "H", "N", "C", "C", "S", "O", "O", "O", "H", "H", "H"],
  "xyz": [[0.817, 1.132, -0.749], [4.402, 3.326, 5.739], [5.067, 3.495, 4.533], [4.454, 3.127, 3.343], [3.170, 2.587, 3.343], [2.513, 2.416, 4.560], [3.124, 2.785, 5.750], [2.500, 2.183, 2.074], [3.010, 1.072, 1.406], [4.091, 0.231, 1.886], [4.248, -0.772, 0.996], [3.275, -0.566, -0.062], [2.554, 0.550, 0.232], [3.120, -1.383, -1.181], [2.168, -1.223, -2.214], [2.133, -1.978, -3.446], [1.119, -1.471, -4.192], [0.504, -0.414, -3.418], [-0.579, 0.372, -3.822], [-1.193, 0.039, -5.141], [-1.150, 0.958, -6.188], [-1.722, 0.658, -7.415], [-2.350, -0.564, -7.612], [-2.403, -1.483, -6.574], [-1.829, -1.183, -5.347], [-1.170, 1.449, -3.119], [-0.717, 1.972, -1.960], [-1.561, 2.946, -1.554], [-1.417, 3.722, -0.380], [-2.443, 4.782, -0.163], [-2.504, 5.900, -0.991], [-3.459, 6.885, -0.779], [-4.368, 6.763, 0.262], [-4.316, 5.652, 1.092], [-3.360, 4.669, 0.880], [-0.422, 3.615, 0.598], [-0.243, 4.517, 1.714], [0.863, 4.108, 2.386], [1.369, 2.944, 1.696], [0.582, 2.691, 0.635], [-2.630, 3.055, -2.516], [-2.386, 2.132, -3.486], [1.184, -0.305, -2.237], [4.026, -2.562, -1.298], [5.384, -2.413, -1.565], [6.210, -3.524, -1.670], [5.686, -4.799, -1.511], [4.332, -4.957, -1.245], [3.509, -3.846, -1.139], [4.880, 3.613, 6.668], [6.063, 3.918, 4.515], [4.964, 3.263, 2.397], [1.521, 1.980, 4.558], [2.602, 2.642, 6.688], [4.635, 0.384, 2.804], [4.941, -1.595, 1.051], [2.814, -2.769, -3.715], [0.825, -1.772, -5.184], [-0.651, 1.906, -6.029], [-1.672, 1.380, -8.221], [-2.797, -0.798, -8.570], [-2.897, -2.437, -6.717], [-1.874, -1.894, -4.531], [-1.790, 5.994, -1.799], [-3.489, 7.751, -1.428], [-5.113, 7.531, 0.427], [-5.023, 5.547, 1.906], [-3.314, 3.799, 1.524], [-0.872, 5.362, 1.941], [1.305, 4.562, 3.258], [-3.466, 3.733, -2.454], [-2.986, 1.921, -4.356], [5.787, -1.416, -1.695], [7.264, -3.392, -1.881], [6.330, -5.666, -1.593], [3.917, -5.949, -1.113], [2.454, -3.958, -0.917], [2.714, 3.255, -2.565], [2.062, 2.528, -1.941], [-2.144, -1.522, 1.519], [-0.542, -0.834, 1.192], [0.326, -1.923, 0.805], [-0.157, -0.081, 2.364], [-0.803, 0.087, 0.023], [-2.081, -2.036, 2.476], [-2.399, -2.222, 0.726], [-2.873, -0.717, 1.567]],
  "mulliken_charge": [-0.99, -0.36, -0.80, 0.03, -0.65, 0.10, -0.86, 1.44, 0.09, -1.44, -1.53, 0.24, 1.00, 1.22, 0.13, -1.41, -1.59, 0.14, 1.47, -0.16, -0.10, -0.82, -0.36, -0.82, -0.09, -0.06, 0.67, 0.14, 1.47, -0.42, 0.02, -0.82, -0.35, -0.84, 0.06, 0.08, -1.45, -1.55, 0.09, 0.89, -1.53, -1.42, 0.87, -0.59, 0.11, -0.81, -0.35, -0.84, 0.08, 0.37, 0.38, 0.47, 0.54, 0.38, 0.50, 0.50, 0.51, 0.52, 0.49, 0.38, 0.38, 0.38, 0.49, 0.46, 0.38, 0.38, 0.38, 0.48, 0.51, 0.53, 0.49, 0.49, 0.46, 0.38, 0.37, 0.38, 0.53, -1.12, 0.91, -1.17, 1.14, -0.59, -0.61, -0.40, 0.39, 0.31, 0.30],
  "e_lumo_ev": [1.3, 1.3],
  "homo_lumo_gap_ev": [5.525, 5.531],
  "charge": -1,
  "multiplicity": 2
}

4.
{
  "formula": "C2H4NPS",
  "method": "wB97M-V/def2-TZVPD",
  "symbols": ["C", "C", "N", "P", "S", "H", "H", "H", "H"],
  "xyz": [[0.979, -1.550, 0.144], [-1.752, 1.424, -0.067], [1.860, -0.649, 0.068], [2.719, 0.616, 0.006], [-1.307, 0.173, -0.976], [0.346, -1.800, -0.665], [1.169, -2.037, 1.073], [-2.642, 1.357, 0.487], [-1.371, 2.466, -0.070]],
  "mulliken_charge": [-0.52, -0.31, 0.08, -0.21, -0.18, 0.41, 0.23, 0.26, 0.24],
  "e_lumo_ev": -0.4,
  "homo_lumo_gap_ev": 6.839,
  "charge": 0
}

5.
{
  "formula": "C28H54BiN5O7SSi4",
  "method": "wB97M-V/def2-TZVPD",
  "symbols": ["Bi", "N", "C", "C", "O", "N", "C", "C", "O", "O", "H", "H", "H", "H", "H", "H", "C", "C", "C", "C", "C", "C", "C", "S", "O", "O", "N", "C", "C", "O", "O", "H", "H", "H", "H", "H", "H", "H", "H", "H", "C", "C", "N", "C", "C", "N", "C", "C", "H", "H", "H", "H", "H", "H", "H", "H", "H", "H", "H", "H", "C", "Si", "C", "C", "Si", "Si", "C", "C", "C", "Si", "C", "C", "C", "H", "H", "H", "H", "H", "H", "H", "H", "H", "H", "H", "H", "H", "H", "H", "H", "H", "H", "H", "H", "H", "H", "H", "H", "H", "H", "H"],
  "xyz": [[-1.263, 0.271, 0.021], [-1.798, 2.372, 0.883], [-2.489, 2.377, 2.167], [-2.927, 0.993, 2.639], [-3.681, 0.940, 3.617], [-2.467, -0.037, 1.923], [-3.175, -1.297, 2.046], [-3.743, -1.779, 0.697], [-4.375, -2.847, 0.707], [-3.454, -1.072, -0.317], [-2.353, 2.784, 0.073], [-0.933, 2.897, 0.907], [-1.857, 2.809, 2.944], [-3.396, 2.981, 2.117], [-2.529, -2.094, 2.423], [-3.996, -1.194, 2.755], [-3.763, 0.675, -7.120], [-2.740, 0.921, -6.042], [-3.141, 1.153, -4.730], [-2.213, 1.380, -3.725], [-0.860, 1.375, -4.032], [-0.440, 1.161, -5.337], [-1.378, 0.932, -6.332], [0.353, 1.576, -2.733], [0.628, 0.205, -2.292], [1.467, 2.253, -3.375], [-0.302, 2.316, -1.538], [-0.594, 3.742, -1.734], [-2.089, 4.146, -1.862], [-2.315, 5.181, -2.501], [-2.942, 3.414, -1.265], [-4.332, -0.236, -6.921], [-3.288, 0.569, -8.097], [-4.478, 1.499, -7.178], [-4.197, 1.169, -4.483], [-2.543, 1.599, -2.716], [0.619, 1.185, -5.561], [-1.050, 0.765, -7.353], [-0.068, 4.154, -2.597], [-0.216, 4.301, -0.867], [-1.321, -2.659, -1.887], [-0.969, -4.047, -2.481], [0.015, -4.746, -1.642], [1.185, -3.877, -1.480], [0.784, -2.554, -0.780], [-0.668, -2.513, -0.574], [-1.078, -3.630, 0.288], [-0.579, -4.967, -0.320], [-2.393, -2.525, -1.748], [-0.957, -1.848, -2.522], [-0.553, -3.953, -3.487], [-1.858, -4.680, -2.547], [1.601, -3.682, -2.471], [1.940, -4.420, -0.904], [1.058, -1.689, -1.376], [1.265, -2.453, 0.191], [-2.164, -3.620, 0.373], [-0.658, -3.467, 1.282], [-1.405, -5.675, -0.426], [0.181, -5.437, 0.313], [3.426, 2.241, -0.188], [3.200, 0.477, 0.424], [3.513, -0.647, -1.052], [4.651, 0.075, 1.581], [1.139, 0.290, 1.568], [1.293, 2.175, 2.984], [3.016, 2.497, 3.707], [0.922, 3.825, 2.118], [0.152, 2.018, 4.489], [1.478, -1.397, 3.193], [2.646, -0.857, 4.585], [-0.112, -1.909, 4.059], [2.293, -2.991, 2.560], [4.406, 2.348, -0.663], [3.359, 2.975, 0.620], [2.664, 2.484, -0.933], [2.812, -0.446, -1.861], [4.528, -0.435, -1.409], [3.466, -1.707, -0.787], [5.587, 0.235, 1.035], [4.624, -0.975, 1.889], [4.673, 0.690, 2.481], [3.729, 2.783, 2.930], [3.425, 1.649, 4.256], [2.925, 3.340, 4.402], [1.142, 3.796, 1.048], [1.557, 4.597, 2.563], [-0.111, 4.156, 2.250], [0.668, 1.507, 5.307], [-0.762, 1.460, 4.276], [-0.140, 3.009, 4.853], [2.261, -0.002, 5.143], [3.641, -0.605, 4.213], [2.746, -1.695, 5.283], [-0.730, -1.051, 4.332], [0.122, -2.472, 4.969], [-0.720, -2.548, 3.418], [3.127, -2.794, 1.880], [1.588, -3.643, 2.043], [2.686, -3.545, 3.420]],
  "mulliken_charge": [1.57, -0.36, -0.46, 0.22, -0.82, 0.03, -0.35, 0.18, -0.83, -0.65, 0.38, -0.41, 0.15, 0.36, -0.17, 0.56, -1.41, 1.24, -1.33, 0.23, -0.30, -0.90, -0.87, 1.54, -0.65, -0.96, -0.03, -1.24, 0.60, -0.81, -0.80, 0.29, 0.34, 0.32, 0.41, 0.32, 0.44, 0.26, 0.57, 0.27, -0.46, -0.88, -0.27, -1.10, 1.41, 1.59, 0.19, -1.02, 0.51, 0.12, 0.38, 0.28, 0.38, 0.37, -0.66, -1.13, 0.43, -0.76, 0.37, 0.35, -0.95, 0.69, -0.80, -1.24, 0.72, 0.80, -1.21, -1.55, -1.30, 0.71, -1.32, -1.10, -1.14, 0.42, 0.25, 0.15, 0.02, 0.52, 0.14, 0.41, 0.24, 0.28, 0.29, 0.33, 0.40, 0.19, 0.55, 0.59, 0.41, 0.24, 0.43, 0.28, 0.29, 0.45, 0.20, 0.51, 0.18, 0.24, 0.18, 0.51],
  "e_lumo_ev": 4.2,
  "homo_lumo_gap_ev": 6.923,
  "charge": -2
}

So what do the calculations give for E? Going down the list: -25586.484 -7322.922 -95755.291 -23749.332 -99887.394 eV.